No. 1
Below is C46H53BN6OPS3Zr as an isolated structure at a distorted geometry, with properties calculated with the ωB97M-V functional and the def2-TZVPD basis.

CARTESIAN COORDINATES (ANGSTROEM)
Zr (-0.0039, 1.7973, 1.2028)
C (-3.7793, -1.8569, 0.7845)
C (-2.3026, -2.0412, 0.6546)
C (-1.6853, -3.2613, 0.7838)
C (-0.2869, -3.3795, 0.6656)
N (0.4464, -2.3190, 0.4017)
N (-0.1442, -1.1491, 0.2477)
B (0.7391, 0.0551, -0.2121)
N (2.2280, -0.3465, -0.0636)
N (2.7418, -1.0795, -1.0462)
C (3.9490, -1.5707, -0.9062)
C (4.6861, -1.3383, 0.2774)
C (4.1738, -0.5672, 1.2842)
C (4.9072, -0.2774, 2.5523)
C (2.8793, -0.0484, 1.0568)
S (2.0847, 0.9570, 2.2279)
C (4.5123, -2.4228, -2.0256)
C (3.5366, -2.4924, -3.1982)
C (5.8386, -1.8108, -2.4996)
C (4.7573, -3.8375, -1.4759)
N (0.4400, 0.3179, -1.7025)
N (0.0968, -0.7225, -2.4531)
C (-0.0638, -0.5423, -3.7411)
C (0.1753, 0.7262, -4.3186)
C (0.5096, 1.8058, -3.5452)
C (0.7425, 3.1733, -4.0978)
C (0.5990, 1.5594, -2.1569)
S (0.8677, 2.8272, -0.9968)
C (-0.5325, -1.7178, -4.5777)
C (0.4902, -1.9848, -5.6922)
C (-1.8876, -1.3526, -5.2037)
C (-0.6893, -2.9709, -3.7168)
C (-1.4603, -0.9473, 0.3816)
S (-2.0513, 0.6911, 0.1698)
C (0.4629, -4.6967, 0.7556)
C (-0.4059, -5.8033, 1.3541)
C (0.8642, -5.0761, -0.6807)
C (1.7231, -4.5137, 1.6106)
H (-4.2795, -2.8123, 0.9229)
H (-4.1841, -1.3707, -0.1044)
H (-4.0102, -1.2176, 1.6391)
H (-2.2785, -4.1407, 0.9941)
H (5.6714, -1.7740, 0.3803)
H (5.8964, -0.7280, 2.5380)
H (4.3574, -0.6695, 3.4099)
H (5.0142, 0.7980, 2.7009)
H (3.3480, -1.5000, -3.6121)
H (2.5810, -2.9224, -2.8939)
H (3.9634, -3.1160, -3.9837)
H (5.6921, -0.7982, -2.8799)
H (6.2464, -2.4187, -3.3069)
H (6.5877, -1.7779, -1.7073)
H (3.8293, -4.2877, -1.1170)
H (5.4805, -3.8398, -0.6588)
H (5.1567, -4.4701, -2.2684)
H (0.0708, 0.8452, -5.3895)
H (0.6588, 3.1718, -5.1818)
H (1.7347, 3.5341, -3.8226)
H (0.0164, 3.8784, -3.6901)
H (0.6031, -1.1298, -6.3603)
H (0.1513, -2.8268, -6.2955)
H (1.4689, -2.2345, -5.2813)
H (-1.8153, -0.4798, -5.8544)
H (-2.6365, -1.1503, -4.4353)
H (-2.2414, -2.1857, -5.8107)
H (0.2560, -3.2508, -3.2512)
H (-1.0233, -3.7974, -4.3439)
H (-1.4283, -2.8191, -2.9276)
H (-1.2534, -6.0526, 0.7132)
H (-0.7764, -5.5382, 2.3467)
H (0.1911, -6.7082, 1.4574)
H (-0.0146, -5.2084, -1.3154)
H (1.4165, -6.0162, -0.6702)
H (1.4961, -4.3021, -1.1221)
H (1.4666, -4.2312, 2.6336)
H (2.3779, -3.7504, 1.1902)
H (2.2728, -5.4539, 1.6498)
O (-1.0336, 1.1224, 3.2860)
C (-1.6727, 2.0659, 3.6981)
C (-1.9079, 2.6370, 5.0130)
C (-1.6681, 2.2573, 6.3329)
C (-1.9651, 3.2011, 7.2984)
C (-2.4577, 4.4712, 6.9651)
C (-2.6858, 4.8589, 5.6470)
C (-2.4138, 3.9101, 4.6846)
P (-2.4979, 3.6076, 2.9229)
C (-1.3040, 4.4265, 1.8673)
C (0.0443, 4.4712, 2.2954)
C (0.9962, 5.1102, 1.5203)
C (0.6085, 5.7503, 0.3402)
C (-0.7088, 5.7095, -0.0824)
C (-1.6692, 5.0361, 0.6664)
C (-4.1219, 3.5297, 2.2211)
C (-4.7555, 2.2979, 2.0535)
C (-6.0649, 2.2732, 1.6043)
C (-6.7327, 3.4622, 1.3400)
C (-6.1017, 4.6885, 1.5228)
C (-4.7928, 4.7319, 1.9676)
H (-1.2802, 1.2789, 6.5817)
H (-1.8142, 2.9675, 8.3440)
H (-2.6692, 5.1693, 7.7647)
H (-3.0641, 5.8438, 5.4112)
H (0.3239, 4.0435, 3.2574)
H (2.0271, 5.1435, 1.8470)
H (1.3483, 6.2743, -0.2499)
H (-0.9987, 6.1986, -1.0022)
H (-2.6937, 4.9936, 0.3203)
H (-4.2282, 1.3747, 2.2587)
H (-6.5690, 1.3265, 1.4668)
H (-7.7574, 3.4359, 0.9946)
H (-6.6334, 5.6091, 1.3256)
H (-4.3085, 5.6895, 2.1240)

Atoms 1-3, force components in eV/Å:
Zr 0.21 -0.58 -0.85
C -0.03 0.00 0.00
C 0.07 -0.02 -0.05

Properties
LUMO level ... -9.0 eV
Charge ... +3
Kohn-Sham gap ... 6.0 eV
DFT total energy ... -3795.553789 Ha


No. 2
Below is C46H55As2N3PbSSe3Si2Te2 as an isolated structure at a distorted geometry, with properties calculated with the ωB97M-V functional and the def2-TZVPD basis.

CARTESIAN COORDINATES (ANGSTROEM)
Pb (-0.3615, -0.1191, 1.4575)
Se (0.6053, -0.5497, 4.0096)
Se (-1.3294, -0.9643, 5.2716)
Te (-2.8040, 0.9355, 4.5904)
Se (-3.0016, 0.3114, 2.1573)
N (4.4415, 0.7176, 1.9210)
C (5.3059, 0.1507, 0.9711)
C (6.6799, 0.2109, 1.1445)
C (7.5327, -0.3370, 0.1938)
C (7.0157, -0.8949, -0.9607)
C (5.6389, -0.9396, -1.1511)
C (4.7916, -0.4581, -0.1707)
S (3.0298, -0.6081, -0.3585)
N (2.4484, 0.5601, 0.6879)
C (3.1406, 1.0652, 1.6327)
C (2.4894, 2.0882, 2.4897)
C (3.2110, 2.9243, 3.3371)
C (2.5218, 3.8057, 4.1551)
C (1.1411, 3.8318, 4.0988)
C (0.5093, 2.9807, 3.2061)
N (1.1593, 2.1497, 2.4105)
H (4.8751, 1.1456, 2.7188)
H (7.0859, 0.6602, 2.0435)
H (8.5998, -0.3253, 0.3686)
H (7.6704, -1.3151, -1.7120)
H (5.2227, -1.3687, -2.0536)
H (4.2923, 2.9157, 3.3648)
H (3.0545, 4.4519, 4.8400)
H (0.5642, 4.4853, 4.7370)
H (-0.5718, 2.9477, 3.1442)
C (0.8642, 2.2055, -2.0479)
C (-0.1691, 3.3035, -1.7555)
As (-1.0126, 3.2292, 0.0479)
C (-0.6719, 5.0537, 0.7227)
C (-1.3089, 5.3969, 1.9161)
C (-1.1502, 6.6475, 2.4877)
C (-0.3460, 7.5940, 1.8686)
C (0.3062, 7.2651, 0.6921)
C (0.1572, 6.0014, 0.1349)
C (-2.9037, 3.5400, -0.4445)
C (-3.8287, 3.4903, 0.5972)
C (-5.1906, 3.5771, 0.3571)
C (-5.6606, 3.7029, -0.9417)
C (-4.7548, 3.7567, -1.9891)
C (-3.3916, 3.6783, -1.7401)
As (0.5378, 0.5077, -3.0412)
C (-0.2509, 1.1066, -4.7499)
C (-0.5989, 2.4095, -5.0868)
C (-1.1672, 2.6989, -6.3207)
C (-1.3584, 1.6932, -7.2535)
C (-0.9850, 0.3929, -6.9425)
C (-0.4393, 0.1058, -5.7030)
C (-1.1442, -0.2636, -2.3781)
C (-1.3597, -1.6248, -2.5808)
C (-2.5516, -2.2193, -2.1933)
C (-3.5438, -1.4628, -1.5846)
C (-3.3400, -0.1069, -1.3710)
C (-2.1477, 0.4797, -1.7691)
H (1.3374, 1.8914, -1.1155)
H (1.6744, 2.6355, -2.6471)
H (-0.9586, 3.2924, -2.4999)
H (0.3319, 4.2665, -1.8451)
H (-1.9512, 4.6750, 2.4068)
H (-1.6552, 6.8833, 3.4161)
H (-0.2354, 8.5813, 2.2975)
H (0.9341, 7.9962, 0.1986)
H (0.7024, 5.7781, -0.7731)
H (-3.4860, 3.3559, 1.6146)
H (-5.8865, 3.5176, 1.1841)
H (-6.7238, 3.7659, -1.1338)
H (-5.1086, 3.8498, -3.0081)
H (-2.7216, 3.7343, -2.5887)
H (-0.4229, 3.2230, -4.3961)
H (-1.4597, 3.7152, -6.5532)
H (-1.7885, 1.9202, -8.2201)
H (-1.1162, -0.3937, -7.6746)
H (-0.1544, -0.9142, -5.4653)
H (-0.5863, -2.2175, -3.0595)
H (-2.7119, -3.2774, -2.3593)
H (-4.4769, -1.9210, -1.2825)
H (-4.1021, 0.4953, -0.8906)
H (-2.0151, 1.5391, -1.6282)
C (2.5588, -6.2733, 1.5810)
Si (2.2752, -5.3571, -0.0478)
C (2.2638, -6.5884, -1.4810)
C (3.6490, -4.0883, -0.2905)
C (0.5951, -4.4777, -0.0166)
Te (0.4951, -3.0924, 1.6548)
C (-0.8114, -4.2822, 2.9066)
Si (-2.5503, -4.8176, 2.3516)
C (-3.7037, -3.3412, 2.3087)
C (-2.5961, -5.6910, 0.6725)
C (-3.1393, -6.0509, 3.6621)
H (3.5569, -6.7138, 1.6074)
H (1.8367, -7.0804, 1.7218)
H (2.4674, -5.5912, 2.4283)
H (3.2277, -7.0936, -1.5627)
H (2.0610, -6.0876, -2.4290)
H (1.4965, -7.3509, -1.3376)
H (4.6317, -4.5624, -0.3292)
H (3.6566, -3.3697, 0.5290)
H (3.5122, -3.5316, -1.2202)
H (-0.2119, -5.1984, 0.0889)
H (0.4236, -3.9128, -0.9334)
H (-0.9120, -3.6750, 3.8103)
H (-0.2163, -5.1566, 3.1780)
H (-3.4554, -2.6530, 1.5015)
H (-3.6420, -2.7778, 3.2413)
H (-4.7426, -3.6509, 2.1741)
H (-2.4409, -4.9884, -0.1472)
H (-3.5802, -6.1442, 0.5336)
H (-1.8581, -6.4906, 0.5877)
H (-3.1510, -5.6020, 4.6568)
H (-2.5079, -6.9401, 3.7085)
H (-4.1565, -6.3782, 3.4378)

Atoms 1-3, force components in eV/Å:
Pb -0.18 0.74 -0.33
Se -0.14 -0.09 0.32
Se -0.01 -0.05 -0.03

Properties
LUMO level ... -0.2 eV
Charge ... 0
Kohn-Sham gap ... 6.5 eV
DFT total energy ... -15332.144888 Ha


No. 3
Below is C46H55AsO2RuSe as an isolated structure, with properties calculated with the ωB97M-V functional and the def2-TZVPD basis.

CARTESIAN COORDINATES (ANGSTROEM)
Ru (0.7058, -1.1470, -0.6899)
C (2.5940, 5.0200, 3.5665)
C (1.8707, 4.8910, 2.2109)
C (0.4305, 5.3791, 2.3721)
C (2.5769, 5.7717, 1.1628)
C (1.9498, 3.4493, 1.7608)
C (0.7968, 2.6554, 1.5788)
C (0.9040, 1.3771, 1.1246)
Se (-0.6361, 0.1992, 1.0222)
C (-1.6825, 0.8526, -0.4738)
C (-2.4306, 1.9810, -0.3882)
C (-3.3048, 2.3500, -1.4434)
C (-3.4407, 1.4727, -2.5302)
C (-2.7318, 0.2973, -2.6595)
C (-1.7686, -0.0137, -1.6212)
O (-1.0112, -1.0432, -1.7287)
C (-2.9373, -0.6551, -3.8295)
C (-1.6341, -0.8108, -4.6348)
C (-4.0165, -0.1402, -4.7873)
C (-3.3961, -2.0195, -3.2808)
C (-4.0688, 3.6524, -1.3380)
C (-4.9442, 3.6173, -0.0708)
C (-3.0505, 4.8031, -1.2300)
C (-4.9677, 3.9021, -2.5495)
C (2.1872, 0.7969, 0.8232)
O (2.2734, -0.3669, 0.2900)
C (3.3863, 1.5614, 1.1181)
C (3.2102, 2.8511, 1.5502)
C (4.7671, 0.9387, 0.9337)
C (5.8735, 1.9051, 1.3659)
C (5.0018, 0.5895, -0.5469)
C (4.8798, -0.3238, 1.8101)
H (2.5146, 6.0486, 3.9184)
H (3.6537, 4.7774, 3.4898)
H (2.1410, 4.3684, 4.3154)
H (0.4405, 6.4280, 2.6648)
H (-0.1022, 4.8307, 3.1518)
H (-0.1281, 5.3077, 1.4356)
H (2.5477, 6.8096, 1.4943)
H (2.0754, 5.7077, 0.1957)
H (3.6226, 5.4961, 1.0283)
H (-0.1759, 3.0558, 1.8275)
H (-2.3813, 2.5934, 0.5025)
H (-4.1413, 1.7320, -3.3061)
H (-1.2942, 0.1561, -5.0117)
H (-1.8323, -1.4494, -5.4961)
H (-0.8353, -1.2679, -4.0567)
H (-3.7452, 0.8209, -5.2277)
H (-4.9885, -0.0493, -4.2992)
H (-4.1262, -0.8536, -5.6028)
H (-2.6216, -2.5103, -2.6936)
H (-3.6528, -2.6725, -4.1156)
H (-4.2870, -1.9079, -2.6588)
H (-4.3550, 3.5100, 0.8408)
H (-5.6636, 2.7988, -0.1184)
H (-5.4998, 4.5518, 0.0072)
H (-2.4164, 4.7111, -0.3460)
H (-3.5892, 5.7476, -1.1535)
H (-2.4114, 4.8457, -2.1132)
H (-5.7295, 3.1281, -2.6550)
H (-4.3924, 3.9650, -3.4749)
H (-5.4845, 4.8521, -2.4195)
H (4.0876, 3.4468, 1.7477)
H (5.8813, 2.8143, 0.7622)
H (6.8373, 1.4169, 1.2285)
H (5.7881, 2.1759, 2.4201)
H (4.9130, 1.4788, -1.1736)
H (4.3116, -0.1676, -0.9112)
H (6.0151, 0.2032, -0.6612)
H (4.6880, -0.0851, 2.8582)
H (5.8938, -0.7176, 1.7395)
H (4.1946, -1.1085, 1.4947)
C (3.8079, -6.3765, -0.6440)
C (2.6208, -6.8362, -0.0858)
C (1.6073, -5.9425, 0.2196)
C (1.7866, -4.5870, -0.0440)
C (2.9737, -4.1257, -0.5998)
C (3.9865, -5.0249, -0.8996)
As (0.4154, -3.3207, 0.4102)
C (-1.2724, -4.0221, -0.1746)
C (-1.3352, -4.9658, -1.1942)
C (-2.5725, -5.3986, -1.6517)
C (-3.7371, -4.8839, -1.0998)
C (-3.6721, -3.9308, -0.0907)
C (-2.4407, -3.4963, 0.3738)
C (0.3255, -3.1706, 2.3203)
C (-0.4882, -4.0190, 3.0642)
C (-0.4869, -3.9253, 4.4483)
C (0.3246, -2.9957, 5.0836)
C (1.1424, -2.1546, 4.3402)
C (1.1433, -2.2396, 2.9564)
H (4.5965, -7.0780, -0.8804)
H (2.4865, -7.8907, 0.1131)
H (0.6836, -6.2996, 0.6595)
H (3.1118, -3.0678, -0.7994)
H (4.9128, -4.6733, -1.3335)
H (-0.4260, -5.3702, -1.6219)
H (-2.6234, -6.1429, -2.4349)
H (-4.6994, -5.2315, -1.4513)
H (-4.5816, -3.5386, 0.3451)
H (-2.3904, -2.7732, 1.1812)
H (-1.1247, -4.7425, 2.5697)
H (-1.1186, -4.5816, 5.0315)
H (0.3237, -2.9306, 6.1633)
H (1.7846, -1.4411, 4.8397)
H (1.7972, -1.6048, 2.3705)

Atoms 1-3, force components in eV/Å:
Ru 0.26 -0.42 -0.13
C -0.02 -0.01 -0.03
C 0.04 0.07 0.06

Properties
LUMO level (spin up / spin down) ... -6.2 / -8.2 eV
<S²> ... 6.0644
Charge ... +2
Kohn-Sham gap (spin up / spin down) ... 6.9 / 5.7 eV
DFT total energy ... -6667.844797 Ha
2S+1 ... 5


No. 4
Below is C46H55BrI2N4O3Sn as an isolated structure, with properties calculated with the ωB97M-V functional and the def2-TZVPD basis.

CARTESIAN COORDINATES (ANGSTROEM)
Sn (-1.7520, -0.7755, -1.3726)
C (2.8638, 5.5465, -1.2578)
C (2.5909, 4.7304, 0.0193)
C (3.8085, 3.8573, 0.3238)
C (2.3477, 5.6866, 1.2010)
C (1.3343, 3.9036, -0.1607)
C (1.2667, 2.5950, 0.1507)
C (0.0500, 1.8737, -0.1042)
N (-0.1627, 0.6147, 0.0942)
C (0.6767, -0.1754, 0.8675)
C (1.3108, 0.2211, 2.0164)
C (2.0837, -0.6910, 2.7454)
C (2.2425, -2.0016, 2.2401)
C (1.6365, -2.4800, 1.1078)
C (0.7360, -1.5675, 0.4322)
O (-0.0121, -1.9052, -0.5249)
C (1.9341, -3.9160, 0.6676)
C (1.2494, -4.3681, -0.6242)
C (1.4987, -4.8716, 1.7898)
C (3.4515, -4.0353, 0.4447)
C (2.7079, -0.2501, 4.0577)
C (3.6786, -1.2854, 4.6265)
C (3.4646, 1.0726, 3.8513)
C (1.5643, -0.0327, 5.0651)
C (-1.1170, 2.5926, -0.7988)
O (-2.0435, 1.8871, -1.1414)
C (-1.0366, 4.0512, -0.9847)
C (0.1440, 4.6063, -0.6676)
C (-2.1824, 4.8738, -1.5795)
C (-1.8923, 5.0708, -3.0749)
C (-3.5608, 4.2137, -1.4183)
C (-2.2478, 6.2443, -0.8908)
H (3.8724, 5.9563, -1.2130)
H (2.1810, 6.3885, -1.3670)
H (2.7949, 4.9296, -2.1558)
H (4.7029, 4.4785, 0.3423)
H (3.9556, 3.0878, -0.4373)
H (3.7302, 3.3733, 1.2999)
H (3.2161, 6.3340, 1.3288)
H (2.1944, 5.1330, 2.1287)
H (1.4798, 6.3268, 1.0361)
H (2.1238, 2.0602, 0.5275)
H (1.1752, 1.2309, 2.3747)
H (2.8927, -2.6678, 2.7873)
H (0.1699, -4.4229, -0.5121)
H (1.6201, -5.3672, -0.8642)
H (1.4778, -3.7116, -1.4630)
H (0.4387, -4.7443, 2.0227)
H (2.0712, -4.7162, 2.7045)
H (1.6546, -5.9038, 1.4732)
H (3.7765, -3.3956, -0.3794)
H (3.7038, -5.0667, 0.1949)
H (4.0228, -3.7596, 1.3307)
H (4.4971, -1.5022, 3.9374)
H (3.1779, -2.2203, 4.8830)
H (4.1182, -0.8939, 5.5433)
H (4.2344, 0.9733, 3.0834)
H (3.9542, 1.3586, 4.7822)
H (2.7995, 1.8909, 3.5710)
H (1.0052, -0.9549, 5.2312)
H (0.8680, 0.7354, 4.7243)
H (1.9780, 0.2886, 6.0215)
H (0.2571, 5.6724, -0.8046)
H (-1.8152, 4.1125, -3.5928)
H (-0.9602, 5.6179, -3.2262)
H (-2.7001, 5.6390, -3.5379)
H (-3.6919, 3.3620, -2.0798)
H (-4.3229, 4.9541, -1.6635)
H (-3.7375, 3.8819, -0.3928)
H (-1.3501, 6.8433, -1.0443)
H (-2.4143, 6.1401, 0.1831)
H (-3.0790, 6.8127, -1.3076)
I (3.0088, -5.7703, -4.9915)
C (1.9498, -4.1374, -4.3725)
C (2.6192, -3.0755, -3.7368)
C (1.9094, -1.9846, -3.3195)
I (2.8428, -0.4193, -2.3524)
C (0.4759, -1.8995, -3.5407)
O (-0.1796, -0.8891, -3.2181)
C (-0.1836, -3.0291, -4.1585)
C (-1.6796, -2.9490, -4.2878)
N (-2.3094, -2.9260, -2.9524)
C (-2.2263, -4.2098, -2.2744)
C (-2.5484, -4.1340, -0.8014)
C (-2.8118, -5.3187, -0.1209)
C (-3.0086, -5.2869, 1.2456)
C (-2.9377, -4.0620, 1.8982)
C (-2.6916, -2.9331, 1.1452)
N (-2.5065, -2.9514, -0.1819)
C (0.5481, -4.1027, -4.5674)
H (3.6875, -3.1326, -3.5790)
H (-2.0419, -3.7805, -4.9023)
H (-1.9479, -2.0197, -4.7922)
H (-3.2897, -2.6918, -3.0790)
H (-1.2023, -4.5797, -2.3769)
H (-2.8746, -4.9636, -2.7377)
H (-2.8497, -6.2528, -0.6660)
H (-3.2102, -6.1970, 1.7945)
H (-3.0807, -3.9817, 2.9664)
H (-2.6448, -1.9599, 1.6169)
H (0.0608, -4.9423, -5.0476)
Br (-4.1036, 3.1027, 2.9192)
C (-4.5064, 1.7782, 1.6492)
C (-5.7675, 1.6780, 1.0849)
C (-5.9782, 0.7020, 0.1236)
C (-4.9237, -0.1185, -0.2381)
N (-3.7157, -0.0255, 0.3154)
C (-3.5130, 0.9026, 1.2478)
H (-6.5605, 2.3493, 1.3853)
H (-6.9444, 0.5882, -0.3469)
H (-5.0511, -0.8811, -0.9992)
H (-2.5197, 0.9637, 1.6783)

Atoms 1-3, force components in eV/Å:
Sn -0.44 -0.11 -0.12
C 0.00 -0.02 -0.03
C 0.00 -0.02 0.01

Properties
LUMO level (spin up / spin down) ... -7.3 / -7.4 eV
Charge ... +2
Kohn-Sham gap (spin up / spin down) ... 5.6 / 5.7 eV
DFT total energy ... -5613.833430 Ha